1.
The following is a DFT calculation (ωB97M-V/def2-TZVPD) of the molecule C3H3NO2S at a distorted geometry.

Values from the calculation:
- HOMO energy (spin up / spin down) (eV) = -6.8 / -9.7
- lowest unoccupied orbital energy (spin up / spin down) (eV) = 0.18 / -1.51
- ⟨S²⟩ = 2.012
- total charge = 0
- strongest force on any atom (eV/A) = 3.77
- ΔE to the lowest compared entry with this formula, charge and spin (kJ/mol) = 589.27
- Kohn-Sham gap (spin up / spin down) (eV) = 6.9425 / 8.1399
- E_tot (hartree) = -719.20419
- 2S+1 = 3

Last column: Löwdin charge in e.
Cartesian coordinates (Å):
C: 0.50958 0.69519 -0.20569  0.018
O: -0.09438 1.91108 -0.11186  -0.087
N: -1.98914 0.84825 0.41549  -0.361
H: 0.77332 0.19253 0.67825  0.065
S: -3.09824 -0.00181 -0.56279  0.945
O: -4.04034 -0.69496 0.27377  -0.493
H: 1.05226 0.61994 -1.16205  0.107
C: -1.27532 1.98912 0.42779  -0.077
H: -1.16268 -1.12987 0.91216  0.128
C: -1.39762 -0.34861 0.04675  -0.244

Atoms 1-2, force components in eV/Å:
-3.1 -1.0 -1.8
2.3 0.9 -1.4



2.
The following is a DFT calculation (ωB97M-V/def2-TZVPD) of a cluster of 2 separate species, C9H14O in total at a distorted geometry.

Values from the calculation:
- HOMO energy (eV) = -8.3
- lowest unoccupied orbital energy (eV) = 0.86
- total charge = 0
- strongest force on any atom (eV/A) = 2.63
- ΔE to the lowest compared entry with this formula, charge and spin (kJ/mol) = 75.97
- SMILES = Cc1ccc(O)cc1.CC
- Kohn-Sham gap (eV) = 9.1773
- E_tot (hartree) = -426.54385
- 2S+1 = 1

Last column: Löwdin charge in e.
Cartesian coordinates (Å):
C: -1.01073 0.74238 3.47691  -0.158
C: 1.29176 0.51585 -0.20884  -0.026
H: -2.35698 1.30303 -2.17807  0.078
H: -1.18007 1.12776 -3.47492  0.079
H: -0.86050 -0.24470 3.03892  0.059
H: 0.22945 1.95107 -1.55500  0.115
H: -2.33279 -0.11085 -3.13442  0.071
H: -0.14854 0.95079 4.10622  0.061
H: 3.04191 -0.90273 0.74296  0.080
C: 1.32935 -0.84769 -0.07628  -0.316
C: -0.69520 -1.25956 -1.26766  -0.037
H: -0.32176 1.47211 1.56984  0.034
H: -1.95875 1.90161 1.79575  0.062
H: 0.22070 -2.71005 0.02631  0.116
C: -0.62121 0.08936 -1.68301  -0.300
O: 2.41161 -1.53038 0.43956  0.050
H: -0.72841 2.79313 2.58578  0.062
H: -1.91753 0.74218 4.08146  0.061
H: 1.97125 1.22780 0.23298  0.113
C: -1.03463 1.76773 2.35991  -0.177
H: -1.47182 -1.92855 -1.60926  0.111
C: -1.66296 0.59374 -2.64457  -0.070
C: 0.25613 -1.71807 -0.39709  -0.013
C: 0.32008 0.93960 -1.17384  -0.055

Atoms 1-2, force components in eV/Å:
0.0 0.3 -0.2
-1.3 0.2 -2.3



3.
The following is a DFT calculation (ωB97M-V/def2-TZVPD) of a cluster of 3 separate species, C3H12O2S2 in total at a distorted geometry.

Values from the calculation:
- HOMO energy (eV) = -8.9
- lowest unoccupied orbital energy (eV) = 0.17
- total charge = 0
- strongest force on any atom (eV/A) = 2.78
- ΔE to the lowest compared entry with this formula, charge and spin (kJ/mol) = 111.58
- SMILES = CCCSS.O.O
- Kohn-Sham gap (eV) = 9.0537
- E_tot (hartree) = -1068.32171
- 2S+1 = 1

Last column: Löwdin charge in e.
Cartesian coordinates (Å):
C: 0.50930 -0.81125 -0.50924  -0.379
H: -1.61724 -0.70696 -0.37687  0.066
C: 0.50344 -1.07341 -2.03309  -0.110
H: 0.57258 -1.81406 -0.07513  0.095
S: -0.98420 -0.52631 1.92533  0.384
C: -0.73788 -0.20037 0.01804  -0.480
O: 5.48075 0.50837 2.07857  -0.043
H: -6.36666 1.49632 -1.43037  0.030
H: -0.25489 -1.80474 -2.31888  0.071
H: -5.86187 2.92399 -1.26777  0.032
O: -6.06496 2.25815 -1.93465  -0.063
H: 1.44109 -0.29571 -0.30558  0.085
H: 0.80149 0.71453 3.16794  -0.237
H: -0.93904 0.86138 0.09332  0.050
S: 1.02378 -0.45410 2.62332  0.319
H: 1.49353 -1.41351 -2.32911  0.069
H: 5.84112 0.69666 2.93376  0.020
H: 0.27699 -0.18405 -2.62826  0.072
H: 4.88267 -0.17492 2.36865  0.019

Atoms 1-2, force components in eV/Å:
0.5 -0.8 -1.3
-0.1 0.1 -0.1



Which value of E_tot does entry 3 give? -1068.32171 hartree



Please write out number 1 again, unchanged.
The following is a DFT calculation (ωB97M-V/def2-TZVPD) of the molecule C3H3NO2S at a distorted geometry.

Values from the calculation:
- HOMO energy (spin up / spin down) (eV) = -6.8 / -9.7
- lowest unoccupied orbital energy (spin up / spin down) (eV) = 0.18 / -1.51
- ⟨S²⟩ = 2.012
- total charge = 0
- strongest force on any atom (eV/A) = 3.77
- ΔE to the lowest compared entry with this formula, charge and spin (kJ/mol) = 589.27
- Kohn-Sham gap (spin up / spin down) (eV) = 6.9425 / 8.1399
- E_tot (hartree) = -719.20419
- 2S+1 = 3

Last column: Löwdin charge in e.
Cartesian coordinates (Å):
C: 0.50958 0.69519 -0.20569  0.018
O: -0.09438 1.91108 -0.11186  -0.087
N: -1.98914 0.84825 0.41549  -0.361
H: 0.77332 0.19253 0.67825  0.065
S: -3.09824 -0.00181 -0.56279  0.945
O: -4.04034 -0.69496 0.27377  -0.493
H: 1.05226 0.61994 -1.16205  0.107
C: -1.27532 1.98912 0.42779  -0.077
H: -1.16268 -1.12987 0.91216  0.128
C: -1.39762 -0.34861 0.04675  -0.244

Atoms 1-2, force components in eV/Å:
-3.1 -1.0 -1.8
2.3 0.9 -1.4



What is the formula in the third record? C3H12O2S2



What is the total charge in the first record? 0